(1)
Below is a structure of composition C5H8O, with properties calculated with ωB97M-V/def2-TZVPD.

strongest force on any atom = 0.0101 Eh/bohr
orbital gap = 0.3279 Eh
spin multiplicity = 1
molar mass = 84.12 g/mol

Element x y z (Å)
C1 2.314 0.162 0.403
C2 0.999 -0.047 -0.226
C3 0.257 -0.636 -1.118
C4 -0.957 0.044 -0.673
C5 -2.058 -0.753 -0.029
O1 -0.196 0.864 0.581
H1 3.018 -0.467 -0.147
H2 2.314 -0.144 1.453
H3 2.667 1.199 0.338
H4 -1.323 0.857 -1.309
H5 -1.636 -1.455 0.696
H6 -2.774 -0.096 0.470
H7 -2.576 -1.331 -0.803
H8 -0.049 1.802 0.364

(2)
Below is an isolated molecule of C5H7N3 in a non-equilibrium geometry, with properties calculated with ωB97M-V/def2-TZVPD.

SMILES = N/N=C1/C=CC(N)=C1
strongest force on any atom = 0.0701 Eh/bohr
orbital gap = 0.3048 Eh
spin multiplicity = 1
molar mass = 109.13 g/mol

Element x y z (Å)
N1 -2.873 -0.743 -0.085
N2 -2.238 0.585 -0.200
C1 -0.975 0.430 -0.303
C2 -0.043 1.629 -0.141
C3 1.221 1.299 -0.041
C4 1.286 -0.221 -0.126
N3 2.555 -0.816 -0.170
C5 -0.022 -0.669 -0.271
H1 -3.642 -0.715 0.614
H2 -2.206 -1.368 0.429
H3 -0.634 2.553 -0.098
H4 2.088 1.968 0.319
H5 2.503 -1.843 -0.150
H6 3.323 -0.340 0.416
H7 -0.343 -1.748 -0.193

(3)
Below is an isolated molecule of C5H10O in a non-equilibrium geometry, with properties calculated with ωB97M-V/def2-TZVPD.

strongest force on any atom = 0.0214 Eh/bohr
orbital gap (alpha / beta) = 0.2876 / 0.3064 Eh
spin multiplicity = 1
molar mass = 86.13 g/mol

Element x y z (Å)
C1 2.318 -0.122 -0.171
C2 1.474 1.086 -0.257
O1 0.228 1.007 -0.598
C3 -0.446 -0.051 -1.034
C4 -1.672 -0.361 1.085
C5 -1.816 -0.075 -0.424
H1 3.182 0.070 0.472
H2 2.680 -0.481 -1.145
H3 1.730 -0.952 0.262
H4 -0.826 0.212 1.483
H5 1.787 2.091 -0.008
H6 0.122 -0.979 -1.107
H7 -1.455 -1.419 1.259
H8 -2.557 -0.088 1.666
H9 -2.442 -0.833 -0.907
H10 -2.306 0.895 -0.577

(4)
Below is a structure of composition C36H47AsN2P2PdS3, with properties calculated with ωB97M-V/def2-TZVPD.

strongest force on any atom = 0.0115 Eh/bohr
orbital gap = 0.2699 Eh
spin multiplicity = 1
molar mass = 847.28 g/mol

Element x y z (Å)
Pd1 0.280 -0.646 0.660
S1 2.597 -0.657 1.240
P1 1.751 -0.384 3.058
C1 0.137 -0.641 2.749
P2 -1.501 -0.409 2.845
S2 -2.105 -0.867 0.970
C2 -2.252 -1.485 4.102
C3 -2.219 -1.098 5.442
C4 -2.638 -1.978 6.428
C5 -3.096 -3.243 6.081
C6 -3.133 -3.630 4.749
C7 -2.707 -2.753 3.760
C8 -2.116 1.246 3.272
C9 -3.460 1.457 3.572
C10 -3.913 2.742 3.824
C11 -3.029 3.814 3.775
C12 -1.693 3.604 3.472
C13 -1.233 2.317 3.218
C14 2.186 1.256 3.717
C15 1.993 1.524 5.071
C16 2.139 2.819 5.546
C17 2.473 3.845 4.672
C18 2.669 3.578 3.324
C19 2.529 2.283 2.843
C20 2.404 -1.535 4.297
C21 1.549 -2.468 4.870
C22 2.040 -3.363 5.814
C23 3.379 -3.329 6.171
C24 4.236 -2.399 5.591
C25 3.748 -1.500 4.658
H1 -1.866 -0.108 5.709
H2 -2.610 -1.674 7.466
H3 -3.426 -3.927 6.852
H4 -3.492 -4.615 4.480
H5 -2.721 -3.042 2.715
H6 -4.146 0.618 3.608
H7 -4.956 2.908 4.060
H8 -3.387 4.817 3.974
H9 -0.999 4.434 3.427
H10 -0.195 2.145 2.965
H11 1.726 0.722 5.750
H12 1.990 3.027 6.598
H13 2.583 4.856 5.045
H14 2.927 4.378 2.641
H15 2.668 2.064 1.792
H16 0.509 -2.489 4.564
H17 1.372 -4.087 6.263
H18 3.759 -4.030 6.903
H19 5.281 -2.377 5.870
H20 4.407 -0.767 4.205
C26 -2.469 2.673 -0.611
N1 -1.608 2.290 -1.724
C27 -2.243 1.340 -2.631
C28 -0.255 2.256 -1.526
S3 0.430 2.404 -0.008
N2 0.501 2.101 -2.651
C29 1.932 1.898 -2.518
C30 0.081 2.645 -3.934
H21 -3.458 2.889 -1.017
H22 -2.074 3.558 -0.121
H23 -2.548 1.870 0.128
H24 -2.784 0.592 -2.043
H25 -1.499 0.828 -3.232
H26 -2.953 1.845 -3.290
H27 2.131 1.210 -1.700
H28 2.455 2.836 -2.307
H29 2.304 1.479 -3.454
H30 -0.868 3.163 -3.830
H31 -0.018 1.866 -4.694
H32 0.828 3.365 -4.279
C31 0.364 -4.057 0.696
C32 -0.239 -3.680 -0.654
As1 0.460 -1.990 -1.382
C33 2.194 -2.669 -1.991
C34 3.012 -1.653 -2.779
C35 -0.557 -1.925 -3.060
C36 -0.570 -3.204 -3.893
H33 -0.023 -5.025 1.023
H34 0.126 -3.314 1.459
H35 1.452 -4.130 0.642
H36 -1.320 -3.545 -0.570
H37 -0.051 -4.462 -1.393
H38 2.000 -3.573 -2.570
H39 2.720 -2.969 -1.084
H40 2.477 -1.311 -3.668
H41 3.958 -2.089 -3.106
H42 3.238 -0.786 -2.160
H43 -0.137 -1.097 -3.637
H44 -1.570 -1.629 -2.781
H45 0.439 -3.509 -4.170
H46 -1.133 -3.048 -4.814
H47 -1.038 -4.026 -3.353

| no. | total energy (eV) |
| --- | --- |
| 1 | -7357.5865 |
| 2 | -9766.0215 |
| 3 | -7391.2409 |
| 4 | -156478.6982 |